Formula: C27H27AsF3Ge2NO6PtS2
Source: the Open Molecules 2025 dataset
Level of theory: ωB97M-V/def2-TZVPD

Cartesian coordinates (Å):
1 H -2.652 1.647 -1.745
2 H -4.331 4.180 0.289
3 C -3.339 -4.164 -1.593
4 C -2.820 -3.530 -0.472
5 H 4.612 -4.247 -1.884
6 O 0.043 3.798 0.629
7 C 0.387 0.755 3.856
8 O -1.634 3.853 2.791
9 C -1.605 -4.241 4.788
10 C 4.248 -2.513 -0.718
11 C 1.298 1.924 1.960
12 C -3.651 1.298 -1.480
13 C -3.113 -3.643 -2.860
14 H 1.803 -0.262 5.090
15 C -1.117 -3.913 2.456
16 Ge -3.913 1.660 0.411
17 N 1.953 -1.895 -0.461
18 C -4.787 0.252 1.423
19 H -4.420 -0.725 1.110
20 H 0.524 -3.065 -1.351
21 C 2.760 0.756 3.462
22 C 1.667 0.361 4.216
23 C -1.509 -2.574 2.539
24 H -5.865 0.303 1.263
25 H -0.853 -5.776 3.484
26 H -2.186 -2.061 -3.980
27 H -3.009 -3.947 0.512
28 S 0.727 1.457 -0.919
29 O -2.583 1.411 3.690
30 H -2.351 -2.518 5.829
31 H -0.472 0.471 4.449
32 H -0.762 -4.315 1.512
33 H 2.176 -4.659 -2.334
34 As -1.657 2.126 2.558
35 H -4.781 3.530 1.876
36 F 5.969 -2.320 0.899
37 C 5.687 -2.252 -0.419
38 F 6.101 -1.045 -0.842
39 C 0.176 1.528 2.713
40 C -2.366 -2.479 -2.997
41 H -3.712 0.228 -1.676
42 H -4.384 1.813 -2.101
43 C 3.859 -3.583 -1.481
44 F 6.497 -3.162 -1.020
45 O -2.207 1.930 0.956
46 C -1.956 -2.085 3.768
47 H -3.517 -4.138 -3.734
48 H -3.922 -5.070 -1.476
49 Ge -1.375 -1.397 0.963
50 H 3.758 0.435 3.727
51 C -1.998 -2.914 4.883
52 C 1.591 -2.943 -1.198
53 H -1.642 -4.885 5.658
54 H -2.283 -1.051 3.851
55 C -1.847 -1.848 -1.876
56 C 2.503 -3.821 -1.737
57 H -1.261 -0.942 -1.995
58 H 3.415 1.834 1.716
59 C 3.266 -1.619 -0.163
60 C -2.056 -2.365 -0.593
61 H -5.852 3.288 0.487
62 H -4.564 0.391 2.482
63 C 2.580 1.545 2.336
64 O 3.506 -0.641 0.568
65 Pt 0.808 -0.401 0.622
66 H -1.078 4.213 2.073
67 C -1.166 -4.742 3.568
68 O 2.442 3.483 0.205
69 C -4.808 3.346 0.802
70 S 1.158 2.880 0.453

For the HOMO energy (alpha / beta), the calculation gives -3.617 / -5.758 eV. The calculation puts the energy above the lowest of the compared OMol25 structures with the same formula, charge and spin at 10.4 kJ/mol. The calculation puts the lowest unoccupied orbital energy (alpha / beta) at 0.0900 / 0.0463 Ha. The spin multiplicity is 4. As for the net charge: -1.

***

Formula: C27H27BBrClN3O9
Source: the Open Molecules 2025 dataset
Level of theory: ωB97M-V/def2-TZVPD

Cartesian coordinates (Å):
1 N 2.066 2.641 2.573
2 C 0.203 -0.168 -0.898
3 H -0.277 4.735 6.858
4 H -6.776 -3.303 -0.866
5 O -4.828 -3.262 0.209
6 C 1.407 4.598 3.922
7 H -1.849 0.655 2.370
8 C -2.192 -0.346 2.770
9 N 4.353 -2.067 -3.433
10 C 0.475 -1.223 1.471
11 H -1.590 -0.593 3.684
12 C 5.379 0.953 -5.378
13 C 1.217 -2.526 -0.733
14 H -1.871 -0.811 0.642
15 H 4.243 -0.807 -5.810
16 C 0.797 5.141 5.044
17 O -5.629 0.795 1.156
18 C -4.294 -2.001 0.695
19 Br -3.603 2.657 1.060
20 H -0.286 2.287 6.520
21 C -4.134 -1.262 -0.709
22 O 2.620 3.402 1.798
23 O -5.252 -1.729 -1.431
24 O -0.623 -2.034 1.902
25 C 0.793 2.382 4.669
26 H -2.575 -3.419 1.017
27 H -0.212 0.725 -0.355
28 H -3.249 0.813 -1.130
29 H -3.345 -2.783 2.512
30 H -4.967 0.555 -1.615
31 C -1.879 -1.403 1.601
32 C 4.799 -0.266 -5.056
33 H 0.423 -0.157 1.814
34 O 3.765 -2.671 -4.317
35 C -4.209 0.325 -0.806
36 H -5.105 -1.690 1.400
37 H 1.695 -3.460 -2.687
38 H 5.765 -0.458 -1.799
39 C -3.010 -2.489 1.470
40 C 5.654 -0.070 -2.803
41 C 0.271 -0.163 -2.368
42 C 0.192 4.309 5.978
43 H 5.273 1.355 -6.379
44 H 6.558 2.605 -4.676
45 H 0.784 1.308 4.531
46 O 4.487 -2.470 -2.289
47 C 1.286 -2.529 -2.214
48 C 0.188 2.932 5.790
49 H -3.300 -0.299 2.952
50 O 2.026 1.431 2.443
51 C 0.649 -1.336 -0.099
52 H 1.423 -1.655 1.908
53 H 0.853 -1.442 -4.137
54 C 4.946 -0.770 -3.771
55 B -5.609 -3.117 -1.027
56 H 1.569 -3.366 -0.094
57 C 1.404 3.221 3.746
58 Cl -4.886 -4.333 -2.303
59 C -3.240 -1.266 -2.854
60 C 6.234 1.147 -3.133
61 C 0.810 -1.385 -3.019
62 H 1.878 5.255 3.201
63 C -4.686 1.057 0.490
64 H -0.074 0.704 -2.989
65 H 6.795 1.699 -2.388
66 C 6.099 1.656 -4.419
67 O -2.998 -1.630 -1.570
68 N -3.628 -0.802 -3.834
69 H 0.796 6.215 5.193

For the HOMO energy, the calculation gives -5.480 eV. The calculation puts the energy above the lowest of the compared OMol25 structures with the same formula, charge and spin at 286.2 kJ/mol. The calculation puts the lowest unoccupied orbital energy at 0.0300 Ha. As for the net charge: -1.

***

Formula: C27H27BrF3MnN3O2
Source: the Open Molecules 2025 dataset
Level of theory: ωB97M-V/def2-TZVPD

Cartesian coordinates (Å):
1 C 1.494 2.111 0.853
2 C 1.897 2.959 1.872
3 H -1.886 3.015 0.797
4 H 2.056 0.055 -2.188
5 H -1.315 -4.497 -1.181
6 H -3.426 -2.008 1.167
7 C -1.012 -0.103 2.635
8 H -2.419 0.890 0.386
9 C -1.123 -3.609 -1.767
10 H 2.666 3.698 1.692
11 C 0.358 1.861 3.359
12 H 1.612 3.491 3.934
13 C -1.029 -0.714 3.889
14 H -2.454 -0.598 -0.264
15 H -0.072 1.768 4.347
16 H -3.423 -3.061 3.405
17 F 5.103 -3.926 -0.015
18 H -2.816 4.227 -0.067
19 Mn -0.217 0.446 -0.606
20 N -1.909 0.006 0.351
21 H 1.152 -1.382 1.579
22 Br -0.136 0.251 -4.063
23 C -2.207 3.175 -2.652
24 F 5.980 -2.192 0.942
25 H -1.509 3.181 -3.487
26 C -0.873 -2.418 -1.140
27 H 1.956 2.200 -0.125
28 H -3.273 2.555 -0.264
29 H 0.335 4.088 -2.051
30 C -2.411 3.217 -0.140
31 C -1.113 -3.638 -3.169
32 O -1.345 -4.717 -3.896
33 H -0.868 -2.379 -0.056
34 C 3.966 -1.895 -0.213
35 C 1.866 -1.355 0.765
36 C 1.312 2.836 3.128
37 C 0.461 1.209 1.068
38 F 6.041 -2.384 -1.217
39 H -1.526 -5.502 -3.362
40 H -0.346 -0.374 4.656
41 C 5.303 -2.608 -0.131
42 C -0.587 -1.311 -3.124
43 H -0.794 -2.442 -4.929
44 C -1.884 -1.769 4.166
45 C -1.469 3.150 -1.326
46 C -0.830 -2.454 -3.850
47 C -1.879 -0.608 1.672
48 O -0.748 1.856 -1.298
49 C 3.074 -2.014 0.843
50 H -0.855 5.195 -1.364
51 H 0.117 4.192 -0.285
52 H -2.875 2.318 -2.745
53 H -2.811 4.081 -2.709
54 C -2.743 -1.659 1.934
55 C -2.748 -2.244 3.190
56 H -1.874 -2.223 5.147
57 C -0.391 4.215 -1.248
58 N 1.521 -0.637 -0.313
59 C -0.079 1.011 2.335
60 C 2.381 -0.532 -1.335
61 H 3.321 -2.596 1.721
62 C 3.623 -1.135 -1.318
63 N -0.622 -1.258 -1.783
64 H 4.301 -1.018 -2.152

For the HOMO energy (alpha / beta), the calculation gives -14.327 / -14.359 eV. The calculation puts the lowest unoccupied orbital energy (alpha / beta) at -0.2859 / -0.2551 Ha. The spin multiplicity is 2. As for the net charge: +2.

***

Formula: C27H27Cl2HfN5O5S2
Source: the Open Molecules 2025 dataset
Level of theory: ωB97M-V/def2-TZVPD

Cartesian coordinates (Å):
1 N 1.626 1.332 -0.396
2 H 0.137 1.342 -3.923
3 C 3.915 -0.944 -2.105
4 O 6.940 -0.012 -3.807
5 C 0.451 2.923 0.913
6 C 1.087 -0.648 1.774
7 C -1.871 2.116 -1.268
8 C -4.175 -3.298 1.827
9 O -1.410 -0.802 1.512
10 C 4.735 -0.070 -2.815
11 C 1.531 2.546 0.029
12 H -0.806 -3.418 1.731
13 C 2.679 0.922 -1.220
14 Cl 1.733 -3.015 1.293
15 C 2.909 -0.459 -1.298
16 H 1.001 5.000 1.048
17 H 4.089 -2.003 -2.207
18 C 0.308 4.237 1.369
19 H -4.426 -3.635 2.834
20 H 7.002 0.805 -3.295
21 H -1.844 5.540 -3.116
22 C -2.894 -3.975 1.362
23 H -4.586 -1.238 2.423
24 C 4.507 1.303 -2.744
25 H 2.310 -1.136 -0.697
26 H -3.541 2.904 -0.199
27 N -0.383 1.932 1.290
28 C -0.732 4.532 2.235
29 H -3.519 5.079 -1.357
30 C 3.296 -3.428 2.038
31 H -5.015 -3.525 1.172
32 C 3.478 1.796 -1.967
33 H 0.450 -4.060 -2.703
34 S -2.198 -1.629 2.546
35 Hf -0.308 0.066 -0.141
36 N 0.693 -3.154 -3.069
37 H -2.047 1.422 2.365
38 H -2.932 -5.057 1.484
39 C 5.809 -0.696 -3.673
40 H 3.096 -3.915 2.991
41 H -1.726 -3.868 3.188
42 C -0.952 2.355 -2.336
43 H -2.711 -3.756 0.310
44 C -1.609 3.519 2.593
45 C -0.966 3.604 -2.985
46 O 5.635 -1.763 -4.182
47 C -2.784 4.332 -1.610
48 C -1.394 2.240 2.094
49 H -2.437 3.710 3.256
50 H 3.817 -4.084 1.342
51 C -1.780 -3.388 2.213
52 N -0.036 0.157 -2.249
53 H 5.096 2.000 -3.322
54 C 0.273 -2.072 -2.419
55 O 1.120 -0.543 2.901
56 C -3.878 -1.809 1.828
57 H 1.030 -3.065 -4.015
58 N 0.458 -0.894 -2.941
59 H -3.823 -1.397 0.819
60 C -1.848 4.587 -2.612
61 H 2.269 3.312 -0.208
62 H 3.270 2.854 -1.971
63 C -2.797 3.123 -0.951
64 Cl 4.248 -1.958 2.313
65 H -0.855 5.531 2.623
66 S -0.505 -2.330 -0.874
67 H -0.285 3.770 -3.806
68 C -0.194 1.279 -2.887
69 O -1.933 0.958 -0.629

For the HOMO energy, the calculation gives -13.464 eV. The calculation puts the energy above the lowest of the compared OMol25 structures with the same formula, charge and spin at 37.1 kJ/mol. The calculation puts the lowest unoccupied orbital energy at -0.2560 Ha. As for the net charge: +2.